A molecular structure, C24H25BrI2NO5SiTi. Source: the OMol25 dataset; level of theory: the ωB97M-V functional and the def2-TZVPD basis.

Geometry (Å):
I 5.73766 -0.32314 -2.49177
I 2.86316 -0.15331 -1.08128
Br -3.49478 0.11808 -2.22084
Ti 0.04572 0.33350 -0.59819
Si 0.30149 3.78021 -0.42846
O 0.24757 -0.35767 1.27956
O -0.37044 -1.48385 -1.68109
O 0.18001 2.17878 -0.34381
O -0.46853 0.40719 3.28102
O -0.27175 0.40253 -2.77789
N -2.07105 0.32997 0.14739
C -4.21892 1.17174 1.68868
C -1.65401 5.76124 -1.31017
C -2.98500 0.94773 2.27637
C 4.16966 3.99799 -1.91841
C -3.57964 5.24186 -2.65482
C -0.59279 0.17528 2.09060
C 1.78316 5.34469 -2.34683
C 2.92307 5.71114 -3.04889
C -2.02828 3.51595 -2.03115
C -2.80647 6.16818 -1.96922
C 1.81780 4.31012 -1.41076
C -4.37613 0.93094 0.33567
C 4.11780 5.03637 -2.83830
C -3.27181 0.51074 -0.38319
C 3.03090 3.64884 -1.20707
C -1.94681 0.51702 1.47628
C -0.31388 -1.61668 -4.07805
C 0.41709 4.43896 1.36217
C 0.67542 5.94719 1.41421
C -0.33209 -0.85578 -2.78394
C -0.87452 4.11327 2.11826
C 1.58151 3.70985 2.04576
C -3.18259 3.91222 -2.69140
C -1.24745 4.42419 -1.31381
H 2.53662 3.96989 1.58450
H 0.89446 6.25697 2.44277
H 0.85083 5.86311 -2.54378
H -1.70352 2.48293 -2.09057
H 2.87521 6.51487 -3.77449
H -5.32492 1.06415 -0.16142
H -0.75912 -1.02111 -4.87218
H -5.06195 1.51344 2.27524
H -1.05775 6.50400 -0.79612
H -3.76603 3.18183 -3.23889
H -1.75139 4.55160 1.63240
H 1.45839 2.62621 1.99142
H 1.63093 3.98961 3.10406
H -3.09964 7.21130 -1.94999
H 0.72870 -1.81101 -4.33591
H 1.52763 6.23034 0.79087
H -2.79477 1.09537 3.32839
H -0.82698 -2.56847 -3.95929
H -0.19739 6.51233 1.08495
H 3.08123 2.82352 -0.50941
H 5.00379 5.30783 -3.39909
H -0.81780 4.50375 3.14094
H 5.08700 3.44273 -1.76680
H -1.02148 3.03448 2.18744
H -4.47964 5.55755 -3.16854

energy	-5669.2852	Eh
multiplicity	3
orbital gap (spin up / spin down)	7.0 / 6.3	eV
maximum force	1.19	eV Å⁻¹
LUMO energy (spin up / spin down)	1.9 / 0.8	eV
E_HOMO (spin up / spin down)	-5.10 / -5.46	eV
total charge	-1

natural (NBO) population analysis, charges in e, atoms 1 to 4:
1 I -0.28
2 I -0.35
3 Br 0.10
4 Ti 1.55

=====

A single C24H25ClN2O5S molecule. Source: the OMol25 dataset; level of theory: the ωB97M-V functional and the def2-TZVPD basis.

Geometry (Å):
Cl 1.45874 -1.76021 -1.25228
S -4.53907 -2.27507 -0.80581
O 2.99654 1.41923 0.40846
O -2.30676 -2.20796 1.34088
O -1.74447 -0.04020 1.42723
O -0.78097 4.29124 -0.78032
O 1.88457 -0.37103 1.23786
N 0.72507 1.42541 0.68879
N 0.30075 4.87580 -0.21204
C -4.86935 -0.77556 -1.80877
C -3.80071 0.25395 -1.62833
C -2.46422 -0.11492 -1.73667
C 5.89479 -1.09037 -1.26865
C 0.39542 2.67879 0.17925
C 3.16696 -1.48902 -1.21250
C 3.85295 -1.58336 -2.41316
C -4.95741 -1.72325 0.88022
C -3.11487 2.47664 -1.00785
C -1.78111 2.07636 -1.02735
C -0.94596 -2.61218 1.23337
C 1.01296 3.94937 0.37435
C -4.11405 1.56743 -1.29675
C -4.06437 -0.63320 1.45813
C -1.46239 0.78081 -1.43409
C 1.96500 0.89135 0.74296
C 3.12036 -1.08157 1.31073
C 5.19808 -0.98823 -0.07999
C 5.22008 -1.38519 -2.44078
C 3.82261 -1.18315 -0.02505
C -0.72990 2.96419 -0.56692
C -2.57724 -0.91578 1.39671
C 2.24622 4.27056 1.12808
C 2.81616 -2.46663 1.87569
H 3.78227 -0.53545 1.99757
H 3.74545 -3.01132 2.01639
H -5.99526 -1.38729 0.87041
H 5.75258 -1.45727 -3.37658
H 3.06522 3.64942 0.77133
H -2.21893 -1.12712 -2.02436
H 2.17788 -3.01794 1.19096
H -5.85664 -0.39711 -1.54374
H 2.30662 -2.36977 2.83034
H 6.96186 -0.93013 -1.28141
H 5.72316 -0.74102 0.83042
H -0.80322 -3.45069 1.91311
H -4.22795 0.32304 0.95830
H -0.27736 -1.78893 1.49095
H 2.48429 5.32224 1.00198
H 3.30983 -1.81181 -3.31719
H -4.89225 -1.14921 -2.83363
H -3.35937 3.48954 -0.72677
H -4.31918 -0.49721 2.51423
H -0.42951 0.47945 -1.50772
H -4.88239 -2.63570 1.47059
H -0.06010 0.82166 0.91867
H 2.09782 4.05590 2.18590
H -5.14998 1.87337 -1.24244
H -0.75924 -2.93088 0.20732

energy	-2273.6691	Eh
structure (SMILES)	COC(=O)CCSCc1ccc(-c2onc(C)c2NC(=O)O[C@@H](C)c2ccccc2Cl)cc1
orbital gap	8.6	eV
maximum force	1.41	eV Å⁻¹
energy above the lowest of the compared OMol25 structures with the same formula, charge and spin	0.128	eV
LUMO energy	0.5	eV
E_HOMO	-8.13	eV

natural (NBO) population analysis, charges in e, atoms 1 to 4:
1 Cl -0.01
2 S 0.20
3 O -0.65
4 O -0.51

=====

A molecular structure, C24H25CoFN3O4S2. Source: the OMol25 dataset; level of theory: the ωB97M-V functional and the def2-TZVPD basis.

Geometry (Å):
Co 0.04060 -0.00480 0.31379
S -0.43623 4.69185 -0.00089
S -4.62190 0.01126 -0.33740
F 6.29861 0.35658 -2.33503
O 1.99178 0.03491 0.02131
O 1.04067 -0.52649 4.12111
O 0.19062 -2.16036 0.31498
O 0.15174 0.12492 2.19336
N -0.26658 2.13154 -0.03907
N 4.87101 -0.27283 2.93011
N -2.05997 0.10497 -0.19212
C 2.84685 -0.03522 0.97115
C 5.24960 -0.09731 1.59426
C -1.86305 3.84302 -0.08296
C 7.18174 -0.96588 3.44490
C 1.95461 3.19541 0.18325
C 4.61187 0.15423 -0.73677
C 6.61279 -0.02132 1.23352
C -3.04007 -0.74612 -0.27792
C 5.93214 0.21571 -1.05778
C 1.15959 -0.20168 2.96158
C 0.48272 3.18741 0.03829
C 5.90262 -0.39218 4.02524
C 5.39415 -1.23212 5.18606
C 2.53901 -0.15736 2.33946
C 4.25292 0.00359 0.61456
C 3.58273 -0.28881 3.23872
C 1.14120 -4.39110 0.08554
C -2.92672 -2.22216 -0.32223
C -1.59930 2.45564 -0.10280
C 6.93516 0.13051 -0.09187
C 1.40800 -2.90895 0.01684
C -3.92516 1.52177 -0.23871
C -2.53068 1.40925 -0.17445
C 7.67778 -0.11848 2.28946
H 2.04411 -4.93925 -0.18472
H -1.92055 -2.50872 -0.61495
H 0.86366 -4.69932 1.09639
H 6.09626 0.62829 4.36596
H 4.64623 -0.72606 5.79367
H 2.39201 2.47082 -0.50395
H 6.99901 -1.99375 3.11609
H 3.31987 -0.41883 4.27772
H 2.18237 -2.60603 0.72133
H 4.98348 -2.18061 4.83524
H 7.97156 0.18001 -0.40181
H -3.65508 -2.64761 -1.01220
H 7.92466 -1.00698 4.24020
H 1.70466 -2.59230 -0.97938
H -2.82221 4.33821 -0.12032
H 6.23868 -1.45247 5.83766
H 3.85012 0.20523 -1.50050
H 7.92309 0.88493 2.65140
H -0.17168 -2.51303 1.13834
H 2.37614 4.18404 0.01820
H 2.20164 2.86714 1.19818
H -4.51732 2.42474 -0.23340
H -3.14205 -2.63039 0.67001
H 8.59012 -0.52830 1.85870
H 0.35014 -4.68368 -0.60521

energy	-3673.3451	Eh
multiplicity	5
orbital gap (spin up / spin down)	6.3 / 3.4	eV
maximum force	0.54	eV Å⁻¹
energy above the lowest of the compared OMol25 structures with the same formula, charge and spin	0.052	eV
LUMO energy (spin up / spin down)	-7.1 / -10.0	eV
E_HOMO (spin up / spin down)	-13.37 / -13.35	eV
total charge	+2

natural (NBO) population analysis, charges in e, atoms 1 to 4:
1 Co 1.52
2 S 0.64
3 S 0.64
4 F -0.30